1.
89
Properties=species:S:1:pos:R:3:forces:R:3 method="wB97M-V/def2-TZVPD" s2=6.012 multiplicity=5 largest_force_ev_per_a=4.1 orbital_gap_ev="4.33 / 4.26" e_above_lowest_kcal_mol=25.2
Fe -0.666 1.703 0.228 0.26 -1.50 0.33
C 1.503 0.741 3.621 2.85 -2.04 -0.50
C 1.803 0.778 2.093 -1.54 0.51 0.44
C 3.315 0.705 1.843 -0.83 0.50 1.23
O 1.218 1.980 1.457 -0.27 -1.42 -0.30
C 1.096 -0.427 1.350 2.33 -0.57 -1.09
O 1.797 -1.480 1.599 -1.08 3.94 -0.31
O 0.215 -0.284 0.446 0.90 0.47 1.64
H 2.079 1.480 4.169 -0.35 0.71 -0.13
H 2.058 -0.199 3.991 -1.11 1.00 -0.61
H 0.492 0.659 3.911 -1.15 0.20 0.13
H 3.883 1.401 2.495 -0.40 -0.37 -0.32
H 3.493 0.932 0.829 0.41 0.26 -1.28
H 3.570 -0.319 2.037 0.54 -0.26 0.15
H 1.520 2.756 1.901 0.29 0.94 0.49
N -0.147 1.303 -2.257 1.49 -1.60 1.21
C 0.787 2.313 -2.646 -1.11 1.03 0.26
C 1.793 2.100 -3.541 0.65 0.50 -2.44
C 2.197 3.171 -4.415 -0.61 -1.73 2.05
C 1.864 4.426 -4.012 0.32 1.88 0.45
C 1.159 4.716 -2.801 0.66 -0.81 -1.55
C 0.514 3.636 -2.196 0.67 0.65 -0.27
P -0.528 3.882 -0.759 0.16 -0.54 0.68
C 0.453 4.927 0.392 -0.59 1.06 -0.29
C -0.251 5.827 1.209 1.44 -0.02 -0.81
C 0.492 6.773 1.933 -0.39 -1.12 -0.03
C 1.868 6.631 2.077 1.37 -0.16 0.85
C 2.595 5.673 1.303 -0.47 0.79 1.55
C 1.842 4.926 0.420 0.89 -0.95 -0.93
C -1.997 4.815 -1.232 -0.95 -0.16 0.35
C -3.208 4.481 -0.566 -0.93 2.65 -1.08
C -4.353 5.350 -0.707 1.26 -0.13 -0.95
C -4.285 6.374 -1.690 0.00 -1.24 0.76
C -3.118 6.566 -2.437 -0.95 -1.44 1.86
C -1.968 5.851 -2.173 0.09 0.18 0.20
H 0.227 0.353 -2.437 -0.01 0.69 0.52
H -0.952 1.309 -2.840 -0.94 0.55 -0.45
H 2.164 1.113 -3.756 -0.31 -0.43 -0.12
H 2.706 2.995 -5.355 0.24 -0.11 0.34
H 2.308 5.201 -4.639 -0.48 0.34 0.39
H 1.129 5.747 -2.423 -0.18 -0.61 -0.16
H -1.319 5.767 1.144 -0.45 0.55 0.32
H -0.029 7.549 2.453 -0.15 0.23 0.41
H 2.352 7.207 2.929 -0.41 -0.57 -1.56
H 3.684 5.435 1.458 -1.29 0.68 -0.31
H 2.405 4.304 -0.284 -0.35 -0.08 0.25
H -3.320 3.622 0.039 0.28 -0.74 0.78
H -5.273 5.204 -0.120 0.60 -0.13 -0.39
H -5.161 6.970 -1.959 0.24 -0.19 0.37
H -3.247 7.236 -3.202 0.50 1.69 -1.80
H -1.053 6.137 -2.683 -0.14 -0.30 0.02
C -3.069 -3.180 1.017 -1.13 -0.41 0.44
Sb -2.773 -4.746 -0.383 0.97 -0.15 0.24
C -4.816 -5.312 -0.217 0.42 0.13 0.06
C -1.845 -6.330 0.958 -0.57 1.62 0.31
C -0.795 -6.929 0.142 2.56 -0.85 -1.76
C -1.169 -7.564 -1.082 1.18 -0.82 0.39
C -0.177 -8.172 -1.902 0.25 1.86 -0.01
C 1.192 -7.936 -1.677 -0.01 -0.42 1.02
C 1.616 -7.320 -0.498 -0.42 0.38 -0.09
C 0.664 -6.769 0.426 -0.97 -0.76 -1.42
C 1.145 -6.007 1.534 1.50 1.19 -0.29
Sb 1.544 -3.518 1.289 -2.01 -3.35 -0.63
C 3.407 -3.584 2.367 -0.34 1.36 0.82
C 2.427 -3.732 -0.719 1.00 2.18 0.89
H -3.730 -3.581 1.808 0.32 0.27 -0.23
H -3.593 -2.366 0.521 0.07 0.16 0.00
H -2.157 -2.844 1.449 0.76 0.38 0.28
H -5.420 -4.490 -0.565 -0.26 0.20 -0.31
H -5.056 -5.483 0.820 -0.15 -0.37 0.29
H -4.917 -6.178 -0.846 -0.53 -0.44 -0.08
H -2.672 -7.010 1.105 -0.22 -0.24 0.31
H -1.507 -5.886 1.922 -0.35 -0.31 -0.75
H -2.237 -7.654 -1.416 1.02 0.17 0.59
H -0.387 -8.495 -2.901 -0.65 -0.56 -0.25
H 1.958 -8.301 -2.377 -0.52 0.11 0.22
H 2.717 -7.196 -0.310 -1.26 -0.05 -0.06
H 2.200 -6.083 1.822 -0.26 -0.79 -0.17
H 0.516 -5.977 2.373 -0.77 0.17 1.19
H 3.558 -4.592 2.720 0.48 -0.24 -0.10
H 3.383 -2.888 3.272 -0.12 -0.89 -1.20
H 4.159 -3.195 1.668 0.12 -0.46 0.30
H 1.707 -4.028 -1.416 -1.32 -0.64 -0.91
H 3.167 -4.492 -0.630 0.66 -0.69 -0.01
H 2.921 -2.808 -1.157 -0.50 -0.83 0.84
O -2.064 1.882 1.723 -0.89 -1.42 -1.49
N -2.980 1.033 1.157 1.19 1.46 1.01
O -4.053 0.969 1.699 0.72 -0.70 -1.18
O -2.569 0.448 0.102 -0.99 0.97 1.35



2.
30
Properties=species:S:1:pos:R:3:forces:R:3 method="wB97M-V/def2-TZVPD" total_charge=+1 largest_force_ev_per_a=10.7 orbital_gap_ev=11.18 e_above_lowest_kcal_mol=76.3
C 0.430 -0.944 -2.064 -1.58 1.05 2.23
C -1.011 0.871 -2.563 -2.15 1.87 -3.03
N -0.526 0.189 -1.643 1.43 -2.45 2.44
H 1.078 -1.041 -1.190 -0.36 -0.83 -0.39
H 1.049 -0.582 -2.831 0.44 0.25 -1.25
H -0.228 -1.762 -2.312 0.29 -0.48 -0.08
H -0.903 0.640 -3.719 0.54 -0.03 2.66
H -1.713 1.752 -2.513 0.86 -1.02 0.98
H -0.644 0.174 -0.485 -0.56 1.12 -3.84
H 1.995 1.397 -2.561 -0.40 1.16 0.78
H 1.591 2.791 -1.749 -0.40 -2.40 -2.03
O 1.279 2.060 -2.413 1.11 1.70 1.19
H -0.293 -0.072 2.880 0.62 0.09 -0.40
H 0.856 0.395 3.799 -0.78 -2.76 -1.66
O 0.532 -0.437 3.233 0.00 3.35 2.44
H 2.563 0.079 -0.054 -1.29 0.03 5.76
H 3.585 -0.357 -0.984 2.89 -1.33 -0.19
O 2.764 0.027 -0.907 -0.85 1.60 -5.84
H -3.225 0.050 2.869 -8.41 2.95 3.64
H -1.770 -0.463 3.300 -1.89 0.05 0.46
O -2.463 -0.234 2.651 9.53 -3.83 -3.11
H 2.794 -1.469 1.685 2.71 -1.01 1.55
H 1.469 -0.779 1.964 -0.37 0.25 1.18
O 2.007 -1.207 1.316 -1.91 0.36 -2.97
H -1.287 -2.334 0.264 -0.85 0.81 -1.41
H -2.294 -1.419 0.805 0.19 0.00 -2.34
O -1.929 -1.659 -0.125 0.75 -0.89 3.93
H -1.931 2.191 0.888 1.36 -1.65 -0.19
H -1.825 0.888 1.678 -0.26 -0.50 0.14
O -1.401 1.330 0.937 -0.70 2.54 -0.65



3.
34
Properties=species:S:1:pos:R:3:forces:R:3 method="wB97M-V/def2-TZVPD" smiles="N/C=C/CCC=O.O.O.O.O.O.O" largest_force_ev_per_a=2.0 orbital_gap_ev=9.02 e_above_lowest_kcal_mol=64.3
N -1.812 1.481 1.995 0.05 1.01 -0.30
C -1.365 0.129 1.978 0.43 0.80 -1.56
C -0.073 -0.205 1.969 -0.68 -0.94 -0.09
C 0.382 -1.593 1.608 0.48 0.30 -0.11
C 1.253 -1.621 0.318 -0.81 -1.09 0.96
C 0.691 -2.539 -0.744 -0.12 1.16 -0.39
O -0.391 -3.071 -0.736 0.82 -0.65 0.19
H -1.834 1.838 1.005 -0.03 -0.45 1.38
H -1.135 2.073 2.489 -0.31 -0.25 -0.34
H -2.179 -0.530 1.647 0.66 0.06 0.52
H 0.700 0.537 2.151 -0.14 0.05 -0.04
H 0.925 -2.020 2.411 0.87 -0.36 0.89
H -0.453 -2.263 1.519 -0.60 -0.16 -0.30
H 1.235 -0.589 -0.014 0.50 0.00 -0.74
H 2.285 -1.991 0.480 -0.37 0.65 0.07
H 1.350 -2.576 -1.644 -0.23 -0.41 0.12
O 1.371 2.347 -2.707 -0.53 1.08 -0.04
H 0.424 2.202 -2.442 0.83 -0.89 -0.65
H 1.916 1.572 -2.812 -0.48 -0.57 0.00
O 3.288 0.645 0.960 -0.93 1.67 -0.58
H 2.883 1.492 1.246 0.38 -0.43 1.08
H 3.065 0.900 0.050 0.54 -0.96 -0.52
O -1.417 -0.900 -1.894 0.40 1.27 0.77
H -1.269 -1.167 -2.798 -0.69 -0.52 -0.03
H -2.130 -1.305 -1.370 0.04 -0.70 -0.63
O 1.326 3.095 -0.121 -0.02 -0.58 1.15
H 1.517 4.006 -0.337 0.04 0.04 -0.43
H 1.120 2.606 -0.934 0.38 0.75 0.09
O -2.842 -2.326 0.078 0.47 0.01 1.15
H -2.816 -1.955 0.975 -0.89 0.20 -0.39
H -2.007 -2.817 0.188 0.03 -0.31 -1.04
O -0.999 1.721 -1.569 -0.28 -0.16 0.63
H -1.900 2.034 -1.683 0.00 0.12 -0.14
H -1.108 0.791 -1.262 0.16 0.27 -0.72